Here is a structure of composition C38H49CrN8O4S2Si in a non-equilibrium geometry from the Open Molecules 2025 dataset. Energies are from the ωB97M-V functional and the def2-TZVPD basis.

The geometry in XYZ format:
```
103
Properties=species:S:1:pos:R:3:mulliken_spin:R:1
C -1.17 -2.20 0.66 0.005
C -3.80 0.20 -2.05 0.000
N -1.21 -1.14 1.53 0.081
H 3.26 0.49 -1.88 -0.001
H 1.97 2.01 -3.49 0.000
H 1.64 2.66 5.16 0.000
C -2.26 -1.00 4.34 0.502
C 0.74 3.18 4.85 -0.003
C 3.48 1.92 1.90 0.024
H -2.53 0.47 1.25 0.001
H 1.21 1.31 -4.92 0.000
C -3.63 -1.31 1.78 0.010
H -1.41 -2.83 5.08 0.005
C 0.54 -5.07 -2.72 -0.001
C 3.15 -0.35 -2.58 0.004
N 4.50 2.89 1.88 -0.002
H -2.27 2.01 -3.39 0.000
S 3.02 -1.99 2.79 -0.036
H 1.85 -2.24 -4.06 0.000
H -2.16 3.21 -1.41 0.000
H -1.80 2.90 2.65 0.000
H -2.36 -3.48 -0.51 0.004
N 2.41 -2.99 0.33 0.032
H -2.62 1.02 3.59 -0.030
H -0.18 5.48 -1.86 0.000
H 4.07 -0.43 -3.17 0.000
C 0.38 4.38 5.45 0.001
C -2.14 0.98 -3.74 0.000
C -0.41 -5.22 -0.12 0.006
N -0.17 -0.93 2.52 -0.105
C -2.25 -1.44 -3.11 -0.003
H 0.97 -3.01 -2.26 0.002
H -0.66 4.31 -3.11 0.000
C -1.39 3.35 -0.64 -0.002
H 0.89 4.57 0.33 0.000
H 0.96 -1.15 -5.13 0.000
H 5.38 2.52 1.55 0.002
H 2.06 3.64 -0.65 0.000
C 0.13 -2.78 0.23 0.017
H 1.06 4.57 -2.74 0.000
H 1.03 2.81 0.53 0.007
C -2.40 -0.01 -2.61 0.004
C 0.06 4.51 -2.31 0.000
H -2.95 -1.64 -3.93 0.000
H 4.68 -3.80 0.22 -0.001
C -1.33 -2.01 4.37 -0.126
H -3.85 1.17 -1.55 0.000
C 1.95 -0.15 -3.50 -0.008
H -4.51 -1.09 2.36 0.005
O -1.51 0.21 -1.51 -0.009
C 0.31 1.34 3.19 0.016
H -4.04 -0.57 -1.31 0.001
H -0.84 -7.28 -0.55 0.000
C 1.06 3.62 -0.19 -0.010
C -2.34 -2.73 0.27 0.013
C -3.57 -2.35 0.95 0.007
H -2.45 -2.15 -2.30 0.001
H 2.98 1.28 -4.75 0.000
H -2.45 5.03 3.71 0.000
N 2.51 2.12 2.71 -0.024
H -1.23 -1.62 -3.46 0.000
H -1.03 6.00 5.50 0.000
C 0.03 -6.27 -2.24 0.001
H -4.55 0.17 -2.85 0.000
H -0.78 -5.28 0.90 0.004
H 0.00 -7.15 -2.88 0.000
C -0.26 -2.01 3.49 0.607
C 0.10 -4.02 -0.60 -0.028
C 0.58 -3.96 -1.90 0.002
N 4.44 -3.55 1.16 0.000
H -1.11 0.88 -4.11 0.000
H 0.49 -2.79 3.42 -0.008
H 3.03 -1.26 -1.99 0.007
C -0.59 0.32 3.16 0.060
H -3.13 -1.01 4.99 0.000
C 2.03 1.20 -4.21 0.000
H -1.59 4.28 -0.09 0.000
H 5.20 -3.20 1.73 0.000
C -2.43 -0.40 1.91 0.025
C 3.26 -2.88 1.32 0.011
C -1.55 4.52 4.04 0.000
H -1.45 2.51 0.06 0.000
C -0.76 5.06 5.04 0.000
C 1.87 -1.26 -4.54 0.000
C -0.44 -6.35 -0.94 0.001
Si 0.10 0.63 -1.47 0.051
H 2.73 -1.21 -5.20 0.000
N 1.25 -2.27 0.60 -0.123
C -0.05 2.63 3.84 -0.006
S 3.65 0.59 0.77 -0.055
C 0.00 3.41 -1.26 0.004
H 1.00 4.79 6.23 0.000
O 0.60 0.39 0.01 -0.142
O 0.75 -0.22 -2.73 0.023
H 4.57 3.41 2.74 0.001
C -1.19 3.31 3.45 0.004
H 0.91 -5.00 -3.74 0.000
H -4.45 -2.97 0.80 0.003
H -2.83 0.79 -4.56 0.000
O 0.25 2.20 -1.98 -0.003
C -2.06 0.12 3.34 0.017
N 1.52 1.12 2.62 -0.053
Cr 1.59 -0.47 1.47 3.206
```

Results
**Charge**: -1
**<S²>**: 6.07
**HOMO energy (spin up / spin down)**: -0.1251 / -0.1322 hartree
**Energy relative to the best compared isomer or geometry (same formula, charge and spin)**: 3.133 eV
**Frontier orbital gap (spin up / spin down)**: 5.8543 / 5.6129 eV
**E_tot**: -118288.816 eV
**Spin multiplicity**: 5
**LUMO (spin up / spin down)**: 0.09007 / 0.07405 hartree
**F_max**: 1.2 eV Å⁻¹

Here is the molecule C7H6OS in a non-equilibrium geometry from the Open Molecules 2025 dataset. Energies are from the ωB97M-V functional and the def2-TZVPD basis.

The geometry in XYZ format:
```
15
Properties=species:S:1:pos:R:3:nbo_charge:R:1
H 1.26 0.25 -2.58 0.268
H -0.16 -2.61 2.45 0.243
C 0.43 0.50 -1.92 -0.564
H 0.43 2.00 -0.57 0.218
H 1.87 1.09 -0.31 0.231
C 0.77 1.04 -0.52 -0.407
H -1.51 1.37 0.98 0.242
H 1.44 -1.51 0.22 0.227
C 0.13 0.23 0.56 -0.046
O -1.96 0.31 -2.37 -0.454
C -1.01 0.48 1.24 -0.488
C -0.81 0.40 -2.22 0.716
C -0.11 -1.71 1.86 -0.434
S -1.40 -0.69 2.31 0.501
C 0.64 -1.13 0.86 -0.251
```

Results
**Charge**: 0
**HOMO energy**: -0.3188 hartree
**Energy relative to the best compared isomer or geometry (same formula, charge and spin)**: 0.951 eV
**Frontier orbital gap**: 9.4653 eV
**E_tot**: -20236.999 eV
**LUMO**: 0.02909 hartree
**F_max**: 2.9 eV Å⁻¹

Here is a cluster of 8 separate species, C26H52O10S2 in total in a non-equilibrium geometry from the Open Molecules 2025 dataset. Energies are from the ωB97M-V functional and the def2-TZVPD basis.

The geometry in XYZ format:
```
90
Properties=species:S:1:pos:R:3:lowdin_charge:R:1
H 4.13 0.93 -0.61 0.105
H -1.79 2.05 4.66 0.089
H -6.87 -1.94 -1.02 0.062
O 11.65 2.05 -3.50 0.031
H -0.56 -5.42 -4.51 0.107
C -1.17 -6.08 -3.89 -0.225
H 6.44 -0.38 6.51 0.074
O -0.17 -8.55 -4.61 -0.364
O 0.35 2.67 -2.96 -0.351
H -7.15 -0.30 3.50 0.084
C 3.25 1.49 -0.93 -0.189
H -3.43 -8.85 -4.16 0.093
O -2.61 1.82 7.04 0.011
C -6.81 -1.03 4.23 -0.022
H 0.17 3.47 7.18 0.075
H -5.62 -3.50 4.99 0.090
C 2.04 0.99 -0.06 -0.260
H 3.20 2.23 -2.94 0.088
H -8.50 -2.02 -1.61 0.071
H 3.00 -2.62 8.27 0.080
O 5.87 -2.49 7.78 0.034
H -0.80 8.18 -7.73 0.067
C 2.79 1.36 -2.43 -0.165
C 0.78 1.51 -0.58 -0.259
C -0.76 3.23 7.70 -0.018
H -1.22 6.95 -6.78 0.078
H -1.97 8.07 -4.27 0.077
H -6.66 -0.39 5.10 0.086
H -1.19 3.99 8.35 0.086
C -3.32 -6.89 -2.99 -0.233
H 12.26 -0.19 -4.43 0.080
H -0.60 3.27 5.05 0.069
C 5.39 -0.29 6.77 -0.029
H 12.57 -0.79 -2.77 0.079
C 9.85 0.95 -2.26 -0.025
C -1.62 2.96 5.24 -0.036
H 0.59 2.55 -0.31 0.104
H -7.47 -1.85 4.55 0.082
C -1.77 2.70 6.70 -0.450
H -4.41 -6.91 -3.05 0.111
H 10.18 1.18 -1.25 0.076
H -5.63 1.07 -2.81 0.096
C -4.95 -2.65 4.86 -0.040
O 0.40 0.09 -2.83 -0.346
H 5.35 0.48 7.54 0.084
H 2.21 1.29 0.97 0.114
H -2.69 -4.78 -3.08 0.114
H -3.96 -2.96 4.54 0.090
H -3.15 -6.76 -1.92 0.111
H 3.15 -0.94 7.63 0.056
H -0.77 -6.35 -2.91 0.107
H 3.51 2.52 -0.68 0.105
H -0.19 8.16 -3.97 0.094
S -1.31 -7.63 -4.83 0.749
H 3.10 0.41 -2.87 0.090
H -0.16 1.09 -0.21 0.110
C -7.24 -0.19 -2.26 -0.501
C -0.79 9.07 -5.77 -0.474
H 9.25 0.06 -2.47 0.068
O -4.77 -1.22 2.99 0.029
H -0.64 2.41 8.41 0.083
H 2.02 -0.10 0.00 0.118
O -0.18 10.09 -6.06 0.064
H 11.10 -1.20 -3.49 0.068
H -5.21 -0.44 -1.94 0.078
S 0.87 1.41 -2.42 0.735
H -1.35 9.61 -3.86 0.084
O -1.91 -7.31 -6.14 -0.349
C -1.07 8.68 -4.35 -0.034
H 3.04 -2.07 6.54 0.072
C 3.47 -1.97 7.54 -0.022
C 5.02 -1.68 7.39 -0.426
H 4.82 -0.22 5.84 0.077
C -1.34 8.04 -6.79 -0.036
C -2.77 -8.16 -3.64 -0.175
H -3.09 -5.48 -4.63 0.109
H -2.34 8.27 -7.14 0.081
C 11.21 0.98 -3.07 -0.421
C 11.82 -0.39 -3.46 -0.025
C -2.65 -5.70 -3.66 -0.241
C -5.92 0.38 -2.02 -0.030
H -4.86 -2.25 5.87 0.096
H -7.27 -2.42 -2.68 0.075
C -5.46 -1.65 3.93 -0.495
H 9.26 1.86 -2.41 0.069
H -2.33 -8.76 -2.84 0.086
H -5.81 0.71 -0.99 0.096
O -8.13 0.41 -2.78 0.074
H -2.22 3.78 4.84 0.090
C -7.49 -1.70 -1.89 -0.021
```

Results
**Charge**: 0
**HOMO energy**: -0.3504 hartree
**Energy relative to the best compared isomer or geometry (same formula, charge and spin)**: 3.916 eV
**Frontier orbital gap**: 9.4347 eV
**E_tot**: -69945.449 eV
**LUMO**: -0.00371 hartree
**F_max**: 4.2 eV Å⁻¹

Here is a structure of composition C54H38Cl8N3O7P2SSc in a non-equilibrium geometry from the Open Molecules 2025 dataset. Energies are from the ωB97M-V functional and the def2-TZVPD basis.

The geometry in XYZ format:
```
114
Properties=species:S:1:pos:R:3:lowdin_charge:R:1
S 0.78 -5.67 -4.31 1.004
H 4.31 -6.30 3.74 0.108
C -0.03 2.32 -5.08 -0.058
Cl 4.13 -9.07 4.35 0.690
C 2.31 -8.68 2.41 -0.121
H -0.13 -5.03 2.04 0.146
H -0.83 5.57 2.50 0.098
C -1.04 5.95 -2.32 -0.071
C 2.58 2.17 4.48 -0.060
C -3.05 4.96 -1.44 -0.062
C -4.90 -0.90 3.15 -0.708
C -2.87 2.91 2.10 -0.056
H -4.83 6.13 -1.62 0.108
C 0.95 -0.19 -2.18 -0.197
C 1.96 0.04 -0.13 -0.104
H 2.19 -0.53 -3.88 0.142
C 3.27 -8.10 3.22 -0.672
H -3.54 4.11 -0.97 0.106
C 2.86 -5.98 2.20 -0.005
H 3.98 3.49 5.41 0.109
N -0.82 -4.17 0.30 -0.045
C 4.75 -0.11 -2.71 -0.727
N -1.11 -2.07 -0.31 0.002
H -0.91 -6.15 0.89 0.120
H -2.95 6.59 3.22 0.107
Cl 0.42 -8.64 0.51 0.741
C -4.07 -0.17 1.03 -0.702
C 1.52 2.84 -2.83 -0.069
C -0.64 2.69 -3.89 -0.076
Cl 2.68 -7.23 -2.61 0.673
O 1.83 -4.43 0.18 -0.129
O -1.75 2.31 -0.81 -0.408
H -1.26 7.90 -3.16 0.108
Cl -3.30 -1.90 5.08 0.681
H 0.02 5.89 -2.52 0.115
H 3.13 -3.42 -0.96 0.137
H 1.83 1.91 -6.06 0.116
C -1.84 -4.16 -0.61 -0.025
H 1.04 1.11 3.41 0.084
C 1.83 -5.78 -2.95 -0.968
H -5.02 5.23 3.25 0.108
O 4.84 1.12 -2.85 -0.008
C 0.37 -4.05 -3.89 -0.384
H -4.97 2.89 2.49 0.108
Cl -6.21 -1.16 4.23 0.686
C 3.20 3.39 4.67 -0.065
H 1.39 3.44 -0.15 0.066
H 0.40 4.86 0.24 0.073
C 1.55 2.05 3.56 -0.069
H 2.89 1.30 5.04 0.110
H -3.68 8.01 -2.74 0.106
C 2.13 2.48 -4.02 -0.056
C -3.77 6.08 -1.82 -0.065
H -2.36 -5.05 -0.90 0.126
C -2.73 -0.41 1.36 -0.276
H 3.06 -4.92 2.10 0.126
C -2.01 -2.86 -0.97 -0.102
H -0.31 -3.49 -4.49 0.068
C 1.62 -7.90 1.50 -0.588
C -3.60 -1.22 3.52 -0.704
H 4.09 -0.12 -0.05 0.126
H 3.46 -5.18 -0.88 0.121
C 1.89 -6.54 1.38 -0.186
C 1.15 -5.65 0.40 -0.294
C 1.16 3.15 2.80 -0.256
C 3.55 -6.74 3.12 -0.088
C -0.41 -2.90 0.44 -0.170
H -1.72 2.79 -3.82 0.124
H -0.62 2.09 -5.95 0.115
H -2.82 1.87 1.79 0.068
P -0.80 3.37 -1.28 0.803
C 1.89 -4.62 -2.23 -0.312
C -2.93 5.56 2.91 -0.070
H 0.40 -2.62 1.08 0.116
O -0.38 -0.55 -4.13 0.086
H 0.90 -2.66 -2.35 0.092
C 1.80 4.37 2.98 -0.082
C -1.69 4.89 -1.69 -0.276
C -1.76 7.08 -2.68 -0.070
Sc -1.28 0.25 -0.31 0.880
C -3.12 7.14 -2.44 -0.071
H 1.83 0.20 0.94 0.104
N 0.83 0.04 -0.86 0.018
C -0.38 -0.27 -2.95 -0.579
H 1.53 5.23 2.39 0.097
C -2.56 -0.95 2.64 -0.687
C 0.38 3.79 0.08 -0.241
C 2.81 4.49 3.92 -0.069
H 3.20 2.38 -4.04 0.102
C -4.07 3.48 2.50 -0.044
C -0.25 -5.29 0.98 -0.041
C -4.09 4.80 2.92 -0.063
H -2.70 -2.43 -1.67 0.113
C 1.35 2.21 -5.13 -0.044
C 3.21 -0.14 -0.68 0.011
H 2.14 3.03 -1.97 0.105
C -1.74 4.99 2.50 -0.073
P -0.16 2.87 1.59 0.800
O 5.48 -1.05 -2.93 0.023
C 3.34 -0.32 -2.06 -0.071
C -1.71 3.66 2.10 -0.258
C 2.17 -0.37 -2.81 0.036
Cl -0.94 -1.28 3.13 0.727
Cl -6.74 0.06 1.41 0.687
O -0.33 1.42 1.31 -0.398
C 0.14 2.93 -2.76 -0.285
H 3.30 5.44 4.07 0.109
C -5.14 -0.37 1.88 -0.715
H 2.09 -9.73 2.50 0.105
C 2.67 -4.42 -0.97 -0.120
C 1.02 -3.63 -2.78 -0.127
O -1.41 -0.03 -2.22 -0.124
Cl -4.27 0.48 -0.58 0.747
H 1.01 -6.18 -0.55 0.111
```

Results
**Charge**: 0
**HOMO energy**: -0.2864 hartree
**Energy relative to the best compared isomer or geometry (same formula, charge and spin)**: 0.246 eV
**Frontier orbital gap**: 7.5369 eV
**E_tot**: -225718.881 eV
**LUMO**: -0.00939 hartree
**F_max**: 1.8 eV Å⁻¹